P:
Density functional theory data (ωB97M-V/def2-TZVPD) for a 15-piece molecular cluster, H30O15 overall.

Summary:
- HOMO energy (eV) = -10.872
- LUMO level (eV) = 0.2
- HOMO-LUMO gap (eV) = 11.11

Each atom is followed by the atoms it is bonded to, with distances in Å.
Cartesian coordinates (Å):
1 O -2.0228 0.1637 -2.7956  H2 0.957, H3 0.979
2 H -2.4719 -0.3048 -3.4995  O1 0.957
3 H -1.9849 1.1204 -3.0002  O1 0.979
4 O -1.6909 -1.8961 -0.4186  H5 0.970, H6 1.023
5 H -2.5178 -2.4028 -0.3814  O4 0.970
6 H -0.8807 -2.4998 -0.2583  O4 1.023
7 O -1.2564 3.0304 -2.2043  H8 1.002, H9 0.955
8 H -0.3069 3.3225 -2.3342  O7 1.002
9 H -1.5402 3.8183 -1.7459  O7 0.955
10 O -1.6312 0.9612 2.5783  H11 0.972, H12 0.987
11 H -1.7539 0.0058 2.7108  O10 0.972
12 H -2.1495 1.1328 1.7557  O10 0.987
13 O 2.1182 -1.0093 0.2164  H14 0.993, H15 0.986
14 H 3.0479 -0.7313 0.0047  O13 0.993
15 H 1.5834 -0.2147 -0.0178  O13 0.986
16 O -1.7291 1.1321 -0.3211  H17 0.987, H18 0.985
17 H -1.9344 0.3096 -0.8275  O16 0.987
18 H -1.5896 1.8730 -0.9546  O16 0.985
19 O 1.0047 1.4008 2.8014  H20 0.975, H21 0.991
20 H 1.1981 2.2004 3.3252  O19 0.975
21 H 0.0485 1.1421 2.8035  O19 0.991
22 O 0.4681 -0.9234 -2.8068  H23 0.958, H24 0.966
23 H 0.2139 -1.8416 -2.7094  O22 0.958
24 H -0.4258 -0.5622 -2.7446  O22 0.966
25 O 0.6207 -3.1271 -0.4904  H26 0.984, H27 0.973
26 H 1.1508 -2.3225 -0.2921  O25 0.984
27 H 0.5042 -3.4406 0.4230  O25 0.973
28 O 0.9154 1.3202 0.0681  H29 0.965, H30 0.991
29 H 1.1418 1.4066 1.0026  O28 0.965
30 H -0.0381 1.0728 -0.0385  O28 0.991
31 O -2.2028 -1.5897 2.5786  H32 0.955, H33 0.984
32 H -1.5707 -2.2484 2.8586  O31 0.955
33 H -2.0341 -1.4717 1.6163  O31 0.984
34 O 1.7966 -1.2758 2.9118  H35 1.043, H36 0.966
35 H 1.6004 -0.2562 3.0110  O34 1.043
36 H 1.8720 -1.1446 1.9580  O34 0.966
37 O 2.2919 1.2593 -2.7656  H38 0.956, H39 0.954
38 H 2.1163 0.5393 -2.1610  O37 0.956
39 H 2.0478 1.0524 -3.6639  O37 0.954
40 O 1.2975 3.7981 -1.5907  H41 0.966, H42 0.967
41 H 2.1308 4.2859 -1.5975  O40 0.966
42 H 1.6233 2.9156 -1.8158  O40 0.967
43 O 0.1219 -3.3350 2.7414  H44 0.926, H45 0.945
44 H 0.0037 -3.9691 3.4061  O43 0.926
45 H 0.8139 -2.6968 2.6637  O43 0.945


Q:
Density functional theory data (ωB97M-V/def2-TZVPD) for a 15-piece molecular cluster, H30O15 overall.

Summary:
- HOMO energy (eV) = -10.594
- LUMO level (eV) = 0.1
- HOMO-LUMO gap (eV) = 10.66

Each atom is followed by the atoms it is bonded to, with distances in Å.
Cartesian coordinates (Å):
1 O 1.8233 2.5295 -0.9280  H2 0.963, H3 0.951
2 H 1.6182 3.4450 -1.1460  O1 0.963
3 H 1.6577 1.9400 -1.6558  O1 0.951
4 O 1.7358 -1.1403 3.8655  H5 1.000, H6 0.961
5 H 1.2584 -2.0005 3.6849  O4 1.000
6 H 1.3005 -0.6207 3.1848  O4 0.961
7 O -2.3907 -0.0686 -2.6356  H8 0.984, H9 0.931
8 H -2.8116 0.3529 -1.8530  O7 0.984
9 H -3.0175 -0.3826 -3.2483  O7 0.931
10 O 2.3582 -2.2475 0.7034  H11 0.972, H12 0.946
11 H 3.0977 -2.3904 1.3179  O10 0.972
12 H 2.4043 -1.3025 0.6903  O10 0.946
13 O 2.5438 -1.3741 -2.3637  H14 0.935, H15 0.939
14 H 1.6877 -1.3244 -1.9903  O13 0.935
15 H 2.3465 -1.5724 -3.2598  O13 0.939
16 O -0.2010 2.9557 0.9425  H17 0.956, H18 0.908
17 H 0.5591 2.8763 0.3674  O16 0.956
18 H -0.2161 2.1324 1.3245  O16 0.908
19 O 0.2104 -3.0990 2.2695  H20 0.937, H21 0.977
20 H 0.7456 -2.6582 1.6387  O19 0.937
21 H 0.3503 -4.0384 2.0426  O19 0.977
22 O 0.3132 0.0814 -0.3800  H23 0.950, H24 0.965
23 H 0.5642 0.0959 0.5364  O22 0.950
24 H -0.4920 -0.4474 -0.3157  O22 0.965
25 O -2.7119 1.2440 1.6090  H26 0.944, H27 0.970
26 H -3.6307 1.4332 1.7153  O25 0.944
27 H -2.6390 1.2277 0.6422  O25 0.970
28 O -1.9902 -1.3984 -0.1023  H29 0.932, H30 0.967
29 H -1.9416 -1.5060 0.8227  O28 0.932
30 H -1.8832 -2.3271 -0.3516  O28 0.967
31 O -0.7118 1.8663 -2.5391  H32 0.944, H33 0.977
32 H 0.0943 1.3847 -2.4448  O31 0.944
33 H -1.3464 1.1248 -2.4947  O31 0.977
34 O -2.7962 1.9252 -0.9241  H35 0.949, H36 0.947
35 H -2.9735 2.8437 -0.7673  O34 0.949
36 H -1.9161 1.9334 -1.2729  O34 0.947
37 O 0.1355 0.5922 2.2861  H38 0.979, H39 0.984
38 H 0.5690 1.0305 3.0465  O37 0.979
39 H -0.7445 0.7642 2.6915  O37 0.984
40 O 2.7843 0.3149 0.9939  H41 0.990, H42 0.932
41 H 2.9405 1.0467 1.6424  O40 0.990
42 H 2.8402 0.8037 0.2023  O40 0.932
43 O -0.3186 -2.0929 -2.8774  H44 0.958, H45 0.976
44 H -0.1740 -2.4877 -2.0168  O43 0.958
45 H -1.0318 -1.4651 -2.6529  O43 0.976


R:
Density functional theory data (ωB97M-V/def2-TZVPD) for a 15-piece molecular cluster, H30O15 overall.

Summary:
- HOMO energy (eV) = -8.809
- LUMO level (eV) = -0.4
- HOMO-LUMO gap (eV) = 8.41

Each atom is followed by the atoms it is bonded to, with distances in Å.
Cartesian coordinates (Å):
1 H -0.6957 0.5676 0.7202  O31 0.903
2 H 0.6714 0.0544 0.1402  O31 0.993
3 H 3.8571 2.6022 -1.7544  O32 0.937
4 H 4.6115 3.1451 -2.8668  O32 0.974
5 H -4.7465 2.5824 0.6554  O33 0.942
6 H -3.9189 3.7616 1.1724  O33 0.962
7 H -0.0884 -3.0788 2.7783  O34 0.996
8 H -1.2192 -2.3105 3.2703  O34 0.913
9 H 2.5572 1.9812 0.5112  O35 0.972
10 H 3.4038 1.4321 -0.6765  O35 0.937
11 H 3.0397 -1.9445 0.0360  O36 0.978
12 H 3.2153 -0.5719 -0.5918  O36 0.967
13 H -2.8191 1.9270 -0.2934  O37 0.949
14 H -1.4481 2.7798 -0.1005  O37 1.033
15 H -2.8523 -2.4379 -1.6844  O38 0.974
16 H -3.6593 -1.1453 -1.5173  O38 0.908
17 H 0.8692 0.5664 3.4867  O39 0.973
18 H -0.4799 0.1146 3.2384  O39 0.908
19 H 2.0298 -1.2227 -2.7642  O40 0.946
20 H 2.7556 0.1268 -2.6178  O40 0.986
21 H 4.8915 1.3906 3.9135  O41 0.996
22 H 3.9233 1.2674 2.7256  O41 0.922
23 H -0.1482 -2.3301 0.8237  O42 1.015
24 H -1.6884 -2.3548 1.2660  O42 0.970
25 H -1.1571 -3.0332 -3.1898  O43 0.973
26 H -1.1469 -1.9856 -4.2807  O43 1.034
27 H -1.5497 0.6819 -2.1045  O44 0.910
28 H -1.5678 2.1486 -2.3837  O44 0.990
29 H -3.3112 -2.2755 1.0256  O45 0.950
30 H -4.7772 -2.1177 0.8790  O45 1.026
31 O 0.1501 0.3359 0.9372  H1 0.903, H2 0.993
32 O 3.7521 2.7285 -2.6767  H3 0.937, H4 0.974
33 O -3.8635 2.8803 0.7910  H5 0.942, H6 0.962
34 O -0.4822 -2.7206 3.6197  H7 0.996, H8 0.913
35 O 2.6968 2.0042 -0.4506  H9 0.972, H10 0.937
36 O 3.3937 -1.0536 0.2274  H11 0.978, H12 0.967
37 O -1.9699 1.9182 0.1298  H13 0.949, H14 1.033
38 O -2.9717 -1.5172 -1.9794  H15 0.974, H16 0.908
39 O 0.1003 0.7331 2.9135  H17 0.973, H18 0.908
40 O 2.8957 -0.8413 -2.7418  H19 0.946, H20 0.986
41 O 4.5206 0.7743 3.2252  H21 0.996, H22 0.922
42 O -1.0660 -1.9304 0.6554  H23 1.015, H24 0.970
43 O -0.6306 -2.2499 -3.4248  H25 0.973, H26 1.034
44 O -0.9889 1.3460 -2.3740  H27 0.910, H28 0.990
45 O -4.0878 -2.7285 1.3312  H29 0.950, H30 1.026


S:
Density functional theory data (ωB97M-V/def2-TZVPD) for a 15-piece molecular cluster, H30O15 overall.

Summary:
- HOMO energy (eV) = -10.327
- LUMO level (eV) = 0.0
- HOMO-LUMO gap (eV) = 10.30

Each atom is followed by the atoms it is bonded to, with distances in Å.
Cartesian coordinates (Å):
1 O -8.9175 -31.1408 15.9183  H2 0.957, H3 0.957
2 H -9.5765 -31.0315 15.2327  O1 0.957
3 H -8.8218 -32.0887 16.0104  O1 0.957
4 O -9.9227 -28.2625 15.9516  H5 0.957, H6 0.957
5 H -10.2163 -29.1613 16.1007  O4 0.957
6 H -9.1964 -28.1426 16.5635  O4 0.957
7 O -9.6750 -31.5306 10.9969  H8 0.957, H9 0.957
8 H -9.3762 -31.0806 11.7871  O7 0.957
9 H -9.0320 -32.2261 10.8591  O7 0.957
10 O -12.0782 -30.9992 16.2619  H11 0.957, H12 0.957
11 H -12.0706 -30.9680 17.2186  O10 0.957
12 H -12.9883 -31.1908 16.0353  O10 0.957
13 O -12.0329 -33.2440 11.3634  H14 0.957, H15 0.957
14 H -11.2475 -32.7062 11.2632  O13 0.957
15 H -12.1216 -33.3658 12.3086  O13 0.957
16 O -13.0266 -28.8601 12.1758  H17 0.957, H18 0.957
17 H -12.2273 -28.5642 11.7400  O16 0.957
18 H -13.5161 -29.3192 11.4932  O16 0.957
19 O -7.8741 -26.5290 15.2820  H20 0.957, H21 0.957
20 H -8.6086 -27.0442 14.9481  O19 0.957
21 H -7.5055 -26.1060 14.5066  O19 0.957
22 O -5.8226 -28.3525 10.3708  H23 0.957, H24 0.957
23 H -5.8598 -28.0016 9.4810  O22 0.957
24 H -5.1021 -28.9823 10.3504  O22 0.957
25 O -6.9898 -33.3045 10.3612  H26 0.957, H27 0.957
26 H -6.5330 -33.7929 11.0461  O25 0.957
27 H -6.9253 -33.8615 9.5855  O25 0.957
28 O -6.7297 -26.4259 17.8098  H29 0.957, H30 0.957
29 H -6.9647 -26.3652 16.8839  O28 0.957
30 H -7.3805 -25.8862 18.2586  O28 0.957
31 O -7.6635 -27.7317 12.2015  H32 0.957, H33 0.957
32 H -7.3986 -26.8354 12.4082  O31 0.957
33 H -7.1532 -27.9596 11.4244  O31 0.957
34 O -12.4349 -27.0097 15.3066  H35 0.957, H36 0.957
35 H -11.6589 -27.4313 15.6757  O34 0.957
36 H -12.7012 -27.5836 14.5883  O34 0.957
37 O -8.9221 -29.9080 13.0341  H38 0.957, H39 0.957
38 H -8.2259 -29.9297 13.6908  O37 0.957
39 H -8.8936 -29.0178 12.6834  O37 0.957
40 O -9.0035 -30.0617 8.3895  H41 0.957, H42 0.957
41 H -9.2002 -30.5009 9.2170  O40 0.957
42 H -8.1967 -30.4762 8.0837  O40 0.957
43 O -7.8291 -25.0029 13.0504  H44 0.957, H45 0.957
44 H -7.2954 -24.2376 13.2644  O43 0.957
45 H -8.4782 -24.6762 12.4273  O43 0.957


The structure with the most favorable energy is P; the runner-up is 0.0413 hartree above it.